(1)
16
Properties=species:S:1:pos:R:3:lowdin_spin:R:1 method="wB97M-V/def2-TZVPD" multiplicity=3 molar_mass_g_mol=185.1 e_tot_ha=-3133.61260 gap_ev="7.570 / 9.019" de_lowest_ev=0.4848
C 0.549 2.406 -1.177 0.008
C -0.778 -2.225 -1.135 0.011
C 1.188 -0.268 2.552 0.865
O -0.579 1.683 -0.490 0.131
O -0.324 -0.880 -1.070 0.135
Si -0.741 0.229 0.105 0.491
Br -2.852 0.072 0.622 0.161
H 0.759 3.114 -0.458 0.001
H 0.133 2.809 -2.067 0.002
H 1.244 1.638 -1.369 0.004
H -0.040 -2.716 -1.742 0.001
H -1.909 -2.211 -1.542 0.002
H -0.861 -2.526 -0.178 0.006
H 1.853 0.581 2.772 0.053
H 0.752 -0.836 3.328 0.059
H 1.605 -0.869 1.849 0.070



(2)
3
Properties=species:S:1:pos:R:3:nbo_charge:R:1 method="wB97M-V/def2-TZVPD" molar_mass_g_mol=436.6 e_tot_ha=-765.44345 total_charge=+3 gap_ev=10.243 de_lowest_ev=2.0167
Hg -4.148 1.122 -9.058 1.670
Hg -4.193 -2.030 -9.188 1.668
Cl -3.292 -0.518 -7.993 -0.338



(3)
100
Properties=species:S:1:pos:R:3:lowdin_spin:R:1 method="wB97M-V/def2-TZVPD" multiplicity=6 molar_mass_g_mol=1048.9 e_tot_ha=-5254.21265 total_charge=-2 gap_ev="5.811 / 5.998"
Pm -6.946 -22.181 14.053 4.085
B -6.960 -23.928 17.342 0.000
N -7.533 -22.501 17.503 0.000
C -7.659 -21.817 18.667 0.000
C -8.093 -20.550 18.390 0.000
C -8.216 -20.529 16.987 0.000
N -7.898 -21.704 16.485 -0.004
N -5.550 -23.854 16.606 0.000
C -4.585 -24.794 16.636 0.000
C -3.498 -24.426 15.844 0.000
C -3.934 -23.170 15.316 0.000
N -5.162 -22.872 15.790 -0.004
H -7.738 -24.641 16.746 0.000
H -6.720 -24.329 18.473 0.000
H -7.445 -22.362 19.607 0.000
H -8.292 -19.724 19.061 0.000
H -8.534 -19.684 16.376 0.000
H -4.721 -25.681 17.305 0.000
H -2.566 -24.957 15.653 0.000
H -3.465 -22.468 14.637 0.000
C -17.204 -19.643 15.793 0.000
C -15.857 -20.302 15.522 0.000
C -15.679 -21.202 14.487 0.000
C -14.450 -21.815 14.238 0.000
C -14.331 -22.794 13.048 0.000
C -13.344 -21.491 15.036 0.000
Te -11.466 -22.566 14.673 0.000
N -8.968 -23.511 13.899 -0.008
C -8.222 -24.507 13.668 0.005
O -6.872 -24.410 13.541 -0.006
C -8.720 -25.938 13.465 0.000
C -7.853 -26.826 12.855 0.000
C -8.272 -28.127 12.570 0.000
C -9.511 -28.580 12.959 0.000
C -10.351 -27.747 13.677 0.000
C -9.972 -26.429 13.872 0.000
C -11.211 -21.553 12.825 0.001
C -11.561 -20.192 12.829 0.000
C -11.361 -19.366 11.722 0.001
C -10.810 -19.924 10.559 0.000
C -10.553 -21.291 10.519 0.001
C -10.757 -22.126 11.640 0.004
C -10.493 -23.612 11.434 0.003
C -13.507 -20.555 16.069 0.000
C -12.357 -20.087 16.924 0.000
C -14.751 -19.997 16.311 0.000
H -18.011 -20.231 15.374 0.000
H -17.257 -18.657 15.346 0.000
H -17.299 -19.524 16.877 0.000
H -16.540 -21.485 13.911 0.000
H -15.281 -23.004 12.551 0.000
H -13.865 -23.701 13.414 0.000
H -13.645 -22.369 12.310 0.000
H -6.891 -26.444 12.532 0.000
H -7.568 -28.814 12.119 0.000
H -9.836 -29.589 12.796 0.000
H -11.288 -28.122 13.986 0.000
H -10.677 -25.742 14.377 0.000
H -11.923 -19.694 13.700 0.000
H -11.624 -18.310 11.766 0.000
H -10.586 -19.333 9.693 0.000
H -10.269 -21.786 9.587 0.000
H -11.058 -23.975 10.539 0.000
H -10.748 -24.225 12.290 0.000
H -9.435 -23.748 11.248 0.003
H -12.398 -20.525 17.956 0.000
H -12.329 -19.012 17.088 0.000
H -11.395 -20.367 16.525 0.000
H -14.907 -19.292 17.145 0.000
F -0.957 -14.832 17.180 0.000
C -0.699 -15.542 16.063 0.000
F -0.370 -14.584 15.101 0.000
F 0.436 -16.202 16.289 0.000
C -1.806 -16.404 15.669 0.002
C -1.592 -17.704 15.239 0.000
C -2.665 -18.490 14.890 0.002
C -3.998 -17.970 14.971 0.001
C -4.164 -16.635 15.354 0.002
C -3.062 -15.866 15.699 0.000
C -5.086 -18.849 14.650 0.007
C -5.872 -19.778 14.420 0.004
H -0.539 -18.076 15.220 0.000
H -2.554 -19.513 14.633 0.000
H -5.114 -16.221 15.448 0.000
H -3.169 -14.845 16.003 0.000
C -7.084 -23.499 9.453 0.029
Ge -6.168 -22.001 10.254 0.107
C -5.760 -20.733 8.819 0.011
C -4.492 -22.635 11.013 0.001
C -7.150 -21.273 11.704 0.690
H -6.418 -24.120 8.826 0.004
H -7.939 -23.245 8.872 0.000
H -7.366 -24.159 10.266 0.001
H -5.210 -21.232 7.993 0.001
H -5.090 -20.028 9.251 0.001
H -6.640 -20.242 8.391 0.000
H -3.783 -22.786 10.199 0.000
H -4.612 -23.574 11.548 0.001
H -4.061 -21.842 11.621 0.001
H -8.086 -20.765 11.398 0.051



(4)
14
Properties=species:S:1:pos:R:3:nbo_charge:R:1 method="wB97M-V/def2-TZVPD" molar_mass_g_mol=84.1 e_tot_ha=-270.34558 gap_ev="5.623 / 7.271" de_lowest_ev=5.7772
O -1.464 1.739 0.378 -0.652
C -0.703 0.632 0.273 0.201
C -1.059 -0.675 -0.479 -0.496
C 0.193 -1.476 -0.409 -0.357
C 1.348 -0.456 -0.381 -0.461
C 0.728 0.627 0.426 -0.261
H -0.925 2.539 0.271 0.475
H -0.158 0.134 1.322 0.294
H -1.308 -0.308 -1.490 0.233
H -1.951 -1.160 -0.074 0.230
H 0.215 -2.108 0.488 0.159
H 1.591 -0.055 -1.384 0.191
H 2.276 -0.844 0.048 0.221
H 1.219 1.409 1.013 0.224



(5)
81
Properties=species:S:1:pos:R:3:lowdin_charge:R:1 method="wB97M-V/def2-TZVPD" molar_mass_g_mol=817.6 e_tot_ha=-3111.19750 total_charge=+1 gap_ev=6.740 de_lowest_ev=0.0000
In -1.003 0.796 -0.421 1.017
C 1.207 -5.201 0.094 -0.067
C -0.217 -4.984 -0.347 -0.279
C -1.284 -5.634 0.304 -0.051
C -2.606 -5.480 -0.151 -0.099
C -2.919 -4.670 -1.237 -0.086
C -1.837 -4.068 -1.953 -0.080
C -0.505 -4.298 -1.569 -0.054
H 1.314 -5.313 1.175 0.073
H 1.853 -4.367 -0.112 0.055
H 1.593 -6.095 -0.518 0.119
H -1.036 -6.241 1.199 0.119
H -3.397 -6.068 0.287 0.097
H -3.946 -4.479 -1.529 0.096
H -1.966 -3.369 -2.752 0.074
H 0.249 -4.090 -2.298 0.097
N 1.072 -2.041 7.530 0.081
C 0.827 -1.205 6.472 -0.326
C 0.274 0.069 6.696 -0.029
C 0.051 0.907 5.624 -0.050
C 0.449 0.524 4.338 -0.331
C 0.968 -0.752 4.099 -0.099
C 1.120 -1.613 5.142 -0.032
S 0.219 1.477 2.902 0.598
O 1.510 1.860 2.386 -0.315
O -0.770 2.477 3.252 -0.299
N -0.323 0.294 1.863 -0.147
C -1.600 -0.180 2.112 -0.498
N -2.484 0.006 1.145 0.049
C -3.749 -0.498 1.192 -0.052
C -4.088 -1.192 2.326 -0.039
C -3.194 -1.263 3.373 -0.062
N -1.992 -0.699 3.278 0.178
H 1.341 -1.612 8.431 0.112
H 1.802 -2.779 7.297 0.127
H -0.039 0.336 7.714 0.121
H -0.452 1.888 5.793 0.132
H 1.305 -1.080 3.095 0.124
H 1.345 -2.685 4.980 0.122
H -4.438 -0.272 0.357 0.134
H -5.095 -1.702 2.416 0.138
H -3.426 -1.653 4.345 0.123
C -1.339 5.785 -0.197 -0.001
C -2.368 4.944 -0.586 -0.025
C -2.189 3.561 -0.558 -0.090
N -0.997 2.970 -0.292 -0.032
C 0.059 3.776 -0.050 -0.081
C -0.064 5.180 0.016 0.011
H -1.406 6.865 -0.191 0.122
H -3.386 5.285 -0.808 0.129
H -3.015 2.886 -0.741 0.102
H 1.023 3.323 0.143 0.112
H 0.821 5.786 0.125 0.116
O -2.189 0.238 -2.047 -0.338
N -3.482 0.769 -2.325 0.076
C -3.913 0.280 -3.471 -0.285
C -2.996 -0.484 -4.235 -0.168
N -2.193 -0.946 -4.929 0.209
C -5.177 0.728 -3.993 -0.135
N -6.195 1.236 -4.277 0.190
S 4.655 0.119 -3.860 1.022
C 3.151 0.110 -3.028 -0.521
C 3.158 0.344 -1.651 -0.022
C 1.925 0.292 -0.956 -0.099
N 0.783 0.099 -1.598 -0.025
C 0.732 -0.116 -2.944 -0.063
C 1.911 -0.126 -3.694 -0.011
C 4.904 1.804 -4.188 -0.543
C 4.086 2.447 -5.159 -0.072
C 4.166 3.824 -5.237 -0.126
N 5.005 4.565 -4.459 0.065
C 5.680 3.934 -3.496 -0.121
C 5.655 2.539 -3.314 -0.082
H 4.187 0.396 -1.233 0.126
H 1.919 0.359 0.122 0.101
H -0.247 -0.309 -3.403 0.091
H 1.939 -0.439 -4.754 0.130
H 3.518 1.832 -5.900 0.123
H 3.478 4.420 -5.847 0.113
H 6.224 4.636 -2.884 0.108
H 6.045 2.039 -2.428 0.106



(6)
12
Properties=species:S:1:pos:R:3:nbo_charge:R:1 method="wB97M-V/def2-TZVPD" molar_mass_g_mol=159.4 e_tot_ha=-1535.77920 gap_ev="5.613 / 5.619" de_lowest_ev=5.2662
C 0.135 -1.280 0.192 -0.505
C -0.138 -0.037 0.016 0.297
C 0.045 1.355 0.244 -0.769
C -3.133 -0.143 -0.007 -0.346
Cl -3.081 0.746 1.487 -0.006
Cl -3.349 0.819 -1.419 0.011
Cl -4.217 -1.503 0.031 0.022
H -0.672 -1.968 0.080 0.260
H 0.986 -1.826 0.538 0.236
H -0.209 1.727 1.320 0.265
H -0.594 1.993 -0.483 0.274
H 1.076 1.620 0.139 0.261



(7)
49
Properties=species:S:1:pos:R:3:nbo_charge:R:1 method="wB97M-V/def2-TZVPD" molar_mass_g_mol=425.6 e_tot_ha=-1248.20466 total_charge=+2 gap_ev=10.055 de_lowest_ev=0.0000
Ba -0.341 0.132 0.336 1.884
O 4.321 -0.235 -0.671 -0.976
H 4.734 -0.621 -1.444 0.499
H 4.996 -0.273 0.006 0.495
O 0.378 -1.914 2.184 -0.982
H 0.652 -1.567 3.033 0.497
H -0.077 -2.730 2.394 0.496
O -0.763 1.078 -2.357 -1.033
H -0.629 1.980 -2.649 0.503
H -1.626 0.842 -2.697 0.505
O 2.013 1.739 -0.333 -0.977
H 1.824 2.677 -0.362 0.469
H 2.870 1.654 -0.749 0.518
O -2.851 -0.921 1.371 -1.001
H -3.767 -0.759 1.597 0.485
H -2.606 -1.684 1.895 0.494
O -2.986 1.621 0.050 -0.972
H -3.472 1.540 0.871 0.481
H -3.634 1.442 -0.631 0.500
O 3.395 -2.559 1.540 -0.958
H 3.081 -1.680 1.755 0.480
H 2.786 -3.147 1.987 0.466
O 3.154 -0.248 2.922 -0.969
H 3.887 -0.476 3.494 0.501
H 3.152 0.709 2.904 0.482
O -3.572 0.487 -3.183 -0.978
H -3.766 0.923 -4.013 0.498
H -4.407 0.108 -2.910 0.489
O -2.407 -2.972 2.835 -0.973
H -2.194 -3.489 3.612 0.512
H -3.111 -3.459 2.408 0.497
O -0.618 0.799 2.979 -0.990
H 0.038 1.367 3.385 0.497
H -1.307 0.720 3.638 0.506
O 1.608 -0.216 -3.890 -0.952
H 0.901 0.269 -3.465 0.474
H 1.596 0.088 -4.798 0.473
O -0.369 2.906 0.532 -0.983
H 0.114 3.689 0.268 0.485
H -1.245 3.227 0.748 0.509
O 1.698 -1.427 -0.651 -1.018
H 2.617 -1.176 -0.561 0.518
H 1.722 -2.370 -0.818 0.502
O -2.032 -2.010 -1.177 -0.970
H -2.405 -2.023 -2.058 0.496
H -2.314 -2.836 -0.784 0.484
O 0.060 3.504 -3.123 -0.920
H -0.069 4.082 -2.371 0.475
H 0.969 3.212 -3.047 0.483



(8)
18
Properties=species:S:1:pos:R:3:nbo_charge:R:1 method="wB97M-V/def2-TZVPD" smiles="C=N[C@@H](O)C(C)C" molar_mass_g_mol=101.1 e_tot_ha=-327.03840 gap_ev=10.639 de_lowest_ev=2.5291
C -0.389 1.927 -1.893 -0.053
N -0.778 1.473 -0.755 -0.417
C -0.937 0.029 -0.575 0.216
O -0.827 -0.774 -1.803 -0.771
C -0.022 -0.528 0.534 -0.217
C 1.394 -0.390 -0.032 -0.629
C -0.271 0.325 1.927 -0.620
H -0.440 3.001 -2.087 0.173
H 0.051 1.303 -2.742 0.173
H -1.939 -0.047 -0.254 0.170
H -0.910 -1.758 -1.683 0.486
H -0.417 -1.594 0.884 0.210
H 1.413 0.271 -0.852 0.214
H 2.040 0.044 0.701 0.210
H 1.884 -1.291 -0.381 0.216
H 0.490 -0.147 2.614 0.205
H -0.258 1.445 1.977 0.233
H -1.251 -0.037 2.358 0.204



(9)
76
Properties=species:S:1:pos:R:3:lowdin_spin:R:1 method="wB97M-V/def2-TZVPD" multiplicity=6 molar_mass_g_mol=642.6 e_tot_ha=-3439.02066 gap_ev="6.520 / 6.589" de_lowest_ev=0.0000
Fe -9.702 19.223 6.118 4.145
C -11.382 17.771 2.629 0.007
C -10.936 18.755 3.623 0.028
O -10.870 18.368 4.848 0.140
C -10.701 20.007 3.089 0.020
C -10.262 21.144 3.809 0.036
C -10.026 22.427 3.120 0.006
N -9.981 21.024 5.135 0.101
N -9.745 22.146 5.807 0.028
C -9.224 21.867 7.017 0.006
O -9.009 20.666 7.393 0.102
C -8.831 22.990 7.892 0.003
C -8.296 22.693 9.164 0.000
C -7.787 23.702 9.978 0.000
C -7.598 24.950 9.423 -0.001
C -8.139 25.264 8.205 0.000
C -8.829 24.317 7.453 0.000
H -12.462 17.751 2.574 0.001
H -10.898 17.971 1.658 0.001
H -11.105 16.776 2.972 0.000
H -10.824 20.047 2.026 0.001
H -11.001 22.792 2.766 0.001
H -9.498 23.098 3.805 0.000
H -9.434 22.214 2.208 0.001
H -8.444 21.628 9.458 0.000
H -7.544 23.519 11.015 0.000
H -7.005 25.746 9.945 0.000
H -8.034 26.266 7.824 0.000
H -9.234 24.525 6.453 0.000
C -9.282 14.592 8.598 0.001
N -10.373 15.489 8.969 0.008
C -11.643 15.168 9.431 0.001
C -12.459 16.225 9.244 0.002
N -11.700 17.258 8.708 0.004
C -10.381 16.846 8.638 0.010
S -9.037 17.770 8.239 0.042
C -12.235 18.494 8.303 0.002
C -13.499 18.844 8.886 0.002
C -14.172 19.979 8.452 0.000
C -13.526 20.818 7.547 0.002
C -12.217 20.461 7.194 0.001
N -11.586 19.312 7.468 0.029
H -9.635 13.555 8.770 0.000
H -8.377 14.794 9.178 0.001
H -9.070 14.784 7.534 0.000
H -11.902 14.155 9.803 0.000
H -13.550 16.229 9.333 0.000
H -13.922 18.198 9.657 0.000
H -15.192 20.138 8.824 0.000
H -13.992 21.722 7.217 0.000
H -11.640 21.183 6.611 0.000
C -4.056 15.142 4.099 -0.001
C -5.298 14.514 4.087 0.001
C -6.398 15.258 4.433 0.000
C -6.343 16.608 4.751 0.006
C -5.085 17.234 4.789 -0.001
C -3.971 16.461 4.480 0.000
C -7.581 17.304 5.025 0.024
C -7.832 18.675 5.058 0.177
C -6.983 19.643 4.312 0.018
C -6.677 20.861 4.953 0.012
C -5.952 21.895 4.319 -0.002
C -5.406 21.722 3.062 0.012
C -5.575 20.503 2.468 -0.001
C -6.375 19.495 3.033 0.016
H -3.153 14.620 3.761 0.000
H -5.414 13.447 3.888 0.000
H -7.354 14.739 4.471 0.000
H -5.009 18.232 5.126 0.000
H -2.994 16.942 4.452 0.000
H -8.445 16.651 5.213 0.004
H -7.097 21.051 5.950 0.000
H -5.911 22.840 4.781 -0.001
H -4.802 22.482 2.598 0.001
H -5.204 20.362 1.463 0.000
H -6.535 18.543 2.497 0.000



(10)
30
Properties=species:S:1:pos:R:3:lowdin_spin:R:1 method="wB97M-V/def2-TZVPD" multiplicity=4 molar_mass_g_mol=206.2 e_tot_ha=-1484.57279 total_charge=+1 gap_ev="5.945 / 5.905" de_lowest_ev=1.3656
V 30.739 7.975 28.064 2.995
O 32.073 8.348 26.511 -0.027
H 32.027 8.126 25.561 0.004
C 29.824 6.418 24.558 0.001
C 29.182 7.655 25.167 0.002
O 29.134 7.519 26.498 0.024
H 29.196 5.538 24.695 0.000
H 30.828 6.136 24.877 0.000
H 29.838 6.598 23.483 0.000
H 28.200 7.770 24.709 0.000
H 29.715 8.565 24.890 0.000
H 28.376 6.999 26.776 0.002
C 34.191 6.459 24.742 0.000
C 34.728 6.303 26.215 0.000
O 34.504 7.446 27.046 0.000
H 34.191 5.475 24.272 0.000
H 34.756 7.227 24.215 0.000
H 33.115 6.628 24.693 0.000
H 35.800 6.109 26.184 0.000
H 34.185 5.529 26.758 0.000
H 33.636 7.805 26.850 0.001
C 32.085 11.926 23.414 0.000
C 31.599 10.674 24.053 0.000
O 32.753 10.210 24.744 -0.002
H 31.316 12.331 22.756 0.000
H 33.037 11.742 22.916 0.000
H 32.250 12.750 24.107 0.000
H 31.235 9.932 23.343 0.000
H 30.827 10.905 24.787 0.000
H 32.520 9.497 25.344 0.000



(11)
19
Properties=species:S:1:pos:R:3:nbo_charge:R:1 method="wB97M-V/def2-TZVPD" molar_mass_g_mol=177.2 e_tot_ha=-936.60789 gap_ev=9.612 de_lowest_ev=0.9198
C 1.981 -1.709 -0.569 -0.082
C 2.789 -0.657 -0.293 -0.346
C -0.031 -0.116 0.017 0.225
C 0.474 -1.593 -0.208 -0.464
C 2.165 0.645 0.027 0.626
C -2.677 1.953 0.379 -0.807
N 0.962 0.790 0.327 -0.466
O -2.857 -0.481 -0.667 -0.939
O -0.997 -0.107 1.044 -0.715
F 2.980 1.635 0.417 -0.316
S -2.685 0.008 0.685 1.512
H 2.150 -2.694 -0.945 0.220
H 3.885 -0.540 -0.482 0.235
H -0.436 0.175 -1.026 0.195
H -0.062 -2.127 -0.845 0.216
H 0.514 -2.108 0.724 0.225
H -3.684 2.114 0.040 0.220
H -2.610 2.319 1.407 0.214
H -1.860 2.494 -0.032 0.247